(1)
81
Properties=species:S:1:pos:R:3:forces:R:3 method="wB97M-V/def2-TZVPD" homo_lumo_gap_ev="5.67 / 4.62" homo_ev="-19.41 / -19.29" s_squared=2.05 multiplicity=3 charge=+4
C 0.235387 5.794040 -5.154510 0.135 0.928 0.474
C -0.030661 4.506496 -5.662490 0.571 -0.669 1.391
C -0.374660 4.409784 -7.023762 -0.785 -0.325 -1.192
C -0.522651 5.574705 -7.777612 0.183 -0.986 -0.122
N -0.347439 6.776950 -7.254887 -0.200 0.490 -0.339
C 0.035242 6.903483 -5.987206 0.448 -0.785 1.177
C -0.163916 3.321077 -4.790621 -2.312 0.797 -2.722
C -1.182383 2.552572 -4.743809 1.260 1.812 -1.265
C -2.282426 2.152354 -3.998465 0.930 -0.358 1.499
C -1.649332 1.692490 -2.793777 -2.541 -0.005 0.954
C -2.363386 1.791805 -1.587100 0.880 -0.907 -1.789
C -3.702489 2.305820 -1.587597 2.007 -0.974 -0.878
C -4.358691 2.576713 -2.797472 0.130 -0.218 -0.039
C -3.654793 2.451439 -4.011587 -0.087 0.377 0.051
W 0.062480 0.780122 -2.057705 3.175 2.277 4.891
P 2.415393 -0.487174 -1.970257 2.286 -1.070 -0.612
H -0.623966 3.440262 -7.464308 0.215 0.359 0.115
H 0.491285 5.943936 -4.100615 -0.012 -0.069 -0.480
H -0.820316 5.518767 -8.828166 0.105 0.043 0.334
H 0.173241 7.913742 -5.601232 -0.018 -0.227 -0.143
H -4.139943 2.674219 -4.962109 0.034 0.096 0.283
H -0.341376 2.039236 -3.018352 0.526 1.026 -0.570
H -5.414478 2.877216 -2.780389 0.493 -0.121 -0.121
H -1.943709 1.272791 -0.701759 -0.515 0.649 -0.017
C 2.514863 -2.063130 -0.923159 -0.989 -0.046 0.460
C 3.325353 -3.238822 -1.463266 0.262 -0.163 -0.334
H 1.484884 -2.398267 -0.724426 0.241 -0.032 0.066
H 2.921895 -1.766615 0.058951 -0.119 0.172 -0.421
H 3.244872 -4.087937 -0.772066 -0.078 0.275 -0.070
H 2.970278 -3.584740 -2.438376 0.027 0.004 0.115
H 4.391126 -3.009357 -1.556935 -0.260 0.002 -0.022
C 3.055659 -0.926575 -3.666725 -0.712 -0.210 -0.144
C 3.739504 0.242780 -4.382199 0.099 0.099 -0.079
H 2.175305 -1.253370 -4.244768 0.404 0.064 0.089
H 3.721726 -1.805637 -3.599839 -0.313 0.428 0.170
H 3.791221 0.025805 -5.458801 0.038 0.082 0.358
H 3.178682 1.179869 -4.255108 0.132 -0.101 -0.086
H 4.765271 0.402202 -4.022300 -0.359 -0.001 -0.102
C 3.892860 0.346059 -1.227511 -0.488 1.090 0.121
C 5.209433 -0.438521 -1.218909 0.159 -0.450 -0.158
H 3.609333 0.595880 -0.197574 0.049 0.100 -0.130
H 4.012534 1.294063 -1.765525 0.063 -0.070 0.138
H 6.035520 0.226381 -0.935129 -0.334 -0.016 -0.062
H 5.207659 -1.259031 -0.493150 -0.074 0.208 -0.120
H 5.468872 -0.863161 -2.196028 -0.081 0.142 0.177
Br -4.269021 2.295116 0.109169 -1.897 0.551 1.636
P -0.817097 -1.153352 -2.826251 -3.075 -5.080 -1.781
C 0.129218 -2.674169 -3.287022 1.012 0.369 0.151
C -0.587385 -4.014658 -3.240023 -0.489 -0.583 -0.019
H 0.975054 -2.731588 -2.589182 -0.142 0.034 -0.438
H 0.531007 -2.507223 -4.292560 -0.002 0.015 0.129
H 0.118718 -4.811703 -3.493044 0.100 0.256 -0.048
H -0.970244 -4.275484 -2.253016 0.126 0.125 -0.014
H -1.408205 -4.097694 -3.955045 0.232 0.032 0.210
C -1.828539 -1.800293 -1.414953 0.058 0.392 0.640
C -3.074133 -2.620513 -1.746777 -0.496 -0.300 -0.060
H -2.149711 -0.945069 -0.800267 0.118 -0.233 -0.039
H -1.142972 -2.403588 -0.795152 -0.078 0.258 -0.162
H -3.559364 -2.868458 -0.797034 0.056 0.092 -0.087
H -3.807283 -2.070011 -2.338203 0.095 0.074 0.020
H -2.885363 -3.574101 -2.243918 0.091 0.339 0.060
C -1.954900 -0.968671 -4.291171 -0.127 0.733 -0.045
C -2.405061 -2.157157 -5.137543 -0.021 -0.429 -0.317
H -1.412376 -0.289219 -4.961645 -0.122 0.053 0.017
H -2.842465 -0.420346 -3.942318 0.298 -0.051 0.074
H -3.061608 -1.785482 -5.938730 0.223 0.084 0.276
H -1.563605 -2.637966 -5.644794 -0.130 -0.006 0.129
H -2.987628 -2.913370 -4.604533 0.186 0.242 0.031
N 1.994730 2.268531 3.772332 -0.492 0.193 -1.338
C 1.478480 1.954312 2.569217 0.348 0.922 1.525
C 1.516733 0.641438 2.074344 -0.492 -1.324 -1.375
C 0.975077 0.344890 0.833115 0.615 0.302 0.957
N 0.482949 1.305115 -0.020369 -0.563 -0.505 -0.599
C 0.350429 2.583907 0.489635 0.744 0.234 1.477
C 0.806906 2.920809 1.775732 -0.840 -0.117 -2.060
H 2.510322 1.583326 4.300800 -0.001 -0.032 0.177
H 1.981381 3.226732 4.128660 -0.015 -0.522 -0.157
H 1.937289 -0.161868 2.677358 -0.156 0.110 -0.154
H 0.942704 -0.678732 0.458674 0.049 0.257 0.277
H -0.129152 3.314855 -0.164167 0.152 -0.085 0.297
H 0.637751 3.922166 2.164811 0.059 -0.119 -0.233

---

(2)
82
Properties=species:S:1:pos:R:3:forces:R:3 method="wB97M-V/def2-TZVPD" homo_lumo_gap_ev="7.38 / 6.59" homo_ev="-13.91 / -14.16" s_squared=3.77 multiplicity=4 charge=+2
Tc 2.214145 -2.663528 -0.730523 0.504 -0.387 0.153
C 4.382097 -3.071467 0.097114 0.048 -0.064 0.109
C 3.486153 -3.615674 1.005353 0.209 0.011 0.079
C 2.451646 -4.479402 0.542541 -0.293 0.042 -0.073
C 2.449397 -4.954847 -0.798582 0.106 0.033 -0.012
C 3.355264 -4.413415 -1.709383 -0.063 -0.130 0.085
C 4.254022 -3.400453 -1.283124 -0.118 0.198 -0.232
H 5.118164 -2.344021 0.409954 -0.002 -0.012 0.009
H 3.513869 -3.317631 2.044412 -0.012 -0.015 0.002
H 1.693664 -4.831011 1.228035 0.040 -0.019 0.034
H 1.668001 -5.613981 -1.149118 0.018 -0.049 0.039
H 3.264388 -4.661166 -2.758429 0.060 -0.015 0.000
H 4.885105 -2.910769 -2.012694 0.018 -0.016 0.020
C -2.255852 -2.072540 -4.043644 -0.030 -0.018 0.041
C -1.054701 -2.307378 -4.942463 0.050 0.011 -0.044
C 0.295818 -1.974048 -4.278978 -0.084 0.009 -0.032
C 1.426872 -2.219802 -5.308672 0.021 0.009 0.039
C 2.821695 -1.907282 -4.783506 0.033 -0.011 -0.015
C 0.353676 -0.495777 -3.908094 0.087 0.020 0.017
O 0.168558 0.364097 -4.732004 -0.031 -0.037 0.021
N 0.736744 -0.147887 -2.617565 -0.063 0.068 -0.019
C 0.504427 -0.968783 -1.481715 -0.065 -0.024 -0.145
O 1.609385 -0.899115 -0.544380 -0.199 0.005 -0.052
N 0.678506 -2.372146 -1.842321 -0.283 0.507 0.115
C 0.530801 -2.916970 -3.116116 0.090 -0.257 -0.185
O 0.692191 -4.107240 -3.268703 -0.076 0.102 0.026
H -3.181662 -2.307207 -4.567799 0.016 -0.008 0.011
H -2.310020 -1.026036 -3.739307 -0.014 0.027 0.014
H -2.221782 -2.703909 -3.148806 -0.002 0.021 -0.013
H -1.127272 -1.690873 -5.838551 -0.011 0.017 0.013
H -1.009684 -3.348973 -5.262779 0.005 -0.004 0.006
H 1.205394 -1.593792 -6.172495 0.008 0.012 0.002
H 1.356212 -3.260571 -5.623248 0.005 -0.011 0.015
H 2.940048 -0.847890 -4.548318 -0.007 -0.015 0.006
H 3.575538 -2.166852 -5.525784 -0.008 0.013 -0.003
H 3.047880 -2.482784 -3.877623 -0.009 0.010 -0.028
H 0.703616 0.853463 -2.468417 -0.006 -0.030 -0.001
C -2.764408 3.475010 2.040552 -0.042 -0.082 0.080
C -1.383164 3.731497 2.636985 -0.020 -0.039 -0.019
C -1.428444 4.702030 3.812530 0.021 -0.023 0.047
Sb -0.503211 1.818677 3.161305 -0.015 0.052 0.011
C -1.718679 0.732320 4.603098 0.090 0.016 0.022
C -2.724377 -0.160974 3.885455 0.010 0.035 -0.048
C -2.374754 1.683034 5.599044 0.002 0.037 -0.046
C 1.540255 1.947853 3.888186 -0.087 0.002 0.051
C 2.536868 1.983706 2.737694 -0.046 0.043 -0.075
C 1.707314 3.129941 4.839823 -0.045 0.001 -0.018
H -3.187025 4.423420 1.701010 0.008 -0.012 -0.006
H -3.448943 3.066385 2.787820 0.002 0.025 -0.013
H -2.737942 2.795390 1.187692 -0.007 0.020 0.028
H -0.709108 4.108404 1.865372 0.041 -0.043 0.004
H -2.086482 4.349180 4.606557 0.004 0.018 -0.021
H -1.832027 5.651560 3.451864 0.006 -0.004 0.015
H -0.447296 4.901541 4.239558 -0.018 0.022 -0.010
H -0.973842 0.116806 5.113953 0.009 0.018 -0.005
H -3.387592 0.414389 3.236737 -0.023 -0.004 0.031
H -3.346914 -0.666597 4.626783 0.017 -0.006 -0.012
H -2.235640 -0.924871 3.279434 -0.011 0.005 -0.001
H -3.145950 2.291562 5.124377 0.006 -0.011 0.010
H -1.662624 2.346819 6.090829 -0.005 -0.019 0.016
H -2.861232 1.086928 6.375056 -0.003 0.018 -0.002
H 1.645325 1.011431 4.441803 -0.041 -0.008 -0.005
H 2.424784 2.892890 2.142930 0.004 -0.004 0.014
H 2.435681 1.127536 2.067643 0.033 0.010 0.041
H 3.549834 1.991610 3.145839 -0.002 -0.031 -0.009
H 1.648841 4.079134 4.306270 0.013 -0.005 0.000
H 2.697425 3.073740 5.298130 -0.007 0.004 0.001
H 0.972064 3.138803 5.645698 0.014 -0.006 0.011
Cl 0.538831 2.044954 -0.068773 0.153 -0.015 -0.036
C -1.011698 1.862824 -0.859170 -0.123 -0.030 0.037
C -1.663375 3.017383 -1.261066 0.020 -0.027 0.022
C -2.930712 2.919289 -1.811965 -0.004 0.034 -0.014
C -3.530622 1.676033 -1.933152 -0.061 0.007 -0.027
C -2.844763 0.533341 -1.553756 0.063 -0.024 -0.033
C -1.551926 0.588772 -1.032484 0.048 0.042 0.019
C -0.827591 -0.702110 -0.721179 -0.027 -0.034 -0.077
H -1.181941 3.978285 -1.134592 -0.004 -0.016 -0.004
H -3.447103 3.813328 -2.134654 0.007 -0.011 -0.001
H -4.528339 1.591610 -2.343467 0.021 0.000 0.012
H -3.316306 -0.433739 -1.676431 0.011 -0.005 -0.009
H -1.502463 -1.512362 -0.999412 0.019 -0.033 0.021
H -0.622998 -0.819130 0.345773 0.026 0.090 -0.002

---

(3)
88
Properties=species:S:1:pos:R:3:forces:R:3 method="wB97M-V/def2-TZVPD" homo_lumo_gap_ev="6.61 / 6.81" homo_ev="-16.97 / -16.99" s_squared=8.77 multiplicity=6 charge=+3
Sm -0.722862 -2.385641 -2.915977 0.205 -0.260 -0.084
C 4.384338 -0.805641 -1.790477 0.101 0.011 -0.255
C 3.208838 -0.824541 -0.887077 -0.260 -0.063 0.590
C 3.321038 -0.888241 0.481423 -0.188 0.033 -0.697
C 2.159238 -0.952841 1.294723 -0.084 -0.053 -0.312
N 0.971938 -0.894641 0.757523 -0.572 0.017 0.521
N 0.825638 -0.735241 -0.564977 0.986 -0.171 -0.542
B -0.504462 -0.181241 -0.915077 0.095 1.216 0.951
N -1.609962 -0.313341 0.085223 -0.961 -0.865 0.403
N -1.791762 0.815759 0.779423 0.426 0.638 -0.147
C -2.670862 0.858259 1.747623 -0.030 -0.315 -0.191
C -3.548162 -0.239741 1.953723 0.201 -0.427 -0.512
C -3.354562 -1.422541 1.280223 0.270 0.667 0.068
C -4.209162 -2.612741 1.494723 -0.121 -0.279 -0.002
C -2.275662 -1.459441 0.348923 0.160 0.531 -0.027
S -1.788862 -2.919241 -0.407577 0.338 -0.027 -0.910
C -2.648262 2.021659 2.702423 0.027 0.312 0.172
C -2.289462 1.407959 4.070723 -0.012 0.165 -0.131
C -4.012762 2.717059 2.811023 0.151 -0.154 -0.111
C -1.583962 3.044859 2.307023 -0.112 -0.231 0.011
N -0.521762 1.045759 -1.778677 -0.773 0.415 -0.877
N 0.263438 2.012359 -1.312977 0.575 -0.059 0.506
C 0.222438 3.203459 -1.857277 -0.112 -0.275 -0.067
C -0.608262 3.443759 -2.984077 -0.328 -0.562 -0.085
C -1.428962 2.453159 -3.476977 0.551 0.069 0.467
C -2.321462 2.624859 -4.643577 -0.228 -0.030 -0.214
C -1.371162 1.197159 -2.813877 0.133 0.057 0.342
S -2.385862 -0.131541 -3.237377 0.515 -0.649 0.341
C 1.032938 4.300259 -1.216977 0.188 0.209 0.152
C 0.045838 5.401159 -0.794077 0.098 -0.107 -0.011
C 1.773038 3.790459 0.019323 -0.120 0.049 -0.148
C 2.048938 4.862159 -2.220477 -0.114 -0.105 0.086
C 1.890938 -0.792341 -1.430577 -0.238 0.125 0.079
S 1.613138 -0.821841 -3.116577 -0.693 -0.391 0.032
C 2.191838 -0.983241 2.800923 -0.207 0.089 0.308
C 1.785938 0.440359 3.227223 0.030 -0.173 0.031
C 3.573038 -1.305741 3.368023 -0.164 0.019 -0.147
C 1.166438 -2.003341 3.310523 0.100 0.119 -0.087
H 5.314638 -0.880641 -1.234277 -0.005 -0.008 0.008
H 4.393638 0.116859 -2.372777 0.051 0.037 -0.029
H 4.321438 -1.624841 -2.508377 0.091 -0.023 0.005
H 4.300338 -0.915241 0.932623 0.082 -0.007 0.080
H -4.379662 -0.150041 2.637123 0.022 0.021 0.151
H -4.909562 -2.447741 2.307523 -0.008 -0.011 0.055
H -3.598262 -3.486241 1.716823 -0.026 -0.077 0.082
H -4.778562 -2.841041 0.594323 -0.031 -0.030 -0.085
H -3.085862 0.769759 4.443223 -0.084 -0.096 0.084
H -2.143763 2.213859 4.784523 0.012 0.038 0.122
H -1.373462 0.825059 4.013723 0.165 -0.060 0.045
H -4.778062 2.057459 3.211923 -0.122 -0.054 0.017
H -4.342562 3.100659 1.848923 -0.059 0.053 -0.106
H -3.913962 3.557459 3.493723 -0.046 0.047 0.059
H -0.609262 2.570959 2.207523 0.106 0.044 -0.014
H -1.522962 3.809059 3.076423 0.001 0.082 0.058
H -1.839262 3.523759 1.364823 0.022 0.054 -0.126
H -0.604162 4.411959 -3.463777 0.026 0.081 0.015
H -2.213462 3.608159 -5.085277 0.020 0.108 -0.053
H -3.362462 2.484859 -4.352977 -0.081 0.022 0.017
H -2.103562 1.867459 -5.396077 0.008 0.010 -0.103
H -0.713262 5.002659 -0.125777 -0.117 -0.017 0.102
H -0.445962 5.860959 -1.645977 -0.083 0.086 -0.118
H 0.583938 6.180459 -0.263077 0.067 0.109 0.034
H 1.076838 3.365159 0.735523 -0.050 -0.082 0.155
H 2.291138 4.619559 0.493723 0.045 0.074 0.006
H 2.508538 3.036059 -0.246877 0.109 -0.130 0.000
H 1.569938 5.307259 -3.087077 -0.060 0.084 -0.152
H 2.733338 4.088059 -2.559377 0.100 -0.084 -0.056
H 2.632538 5.635759 -1.728477 0.046 0.092 -0.006
H 2.489538 1.172959 2.836723 0.057 0.146 -0.010
H 1.786238 0.510759 4.310923 0.006 0.028 0.133
H 0.791638 0.674559 2.854423 -0.115 0.070 -0.014
H 4.298838 -0.530741 3.135323 0.129 0.082 -0.005
H 3.942938 -2.262741 3.011023 0.096 -0.169 -0.046
H 3.498838 -1.365841 4.450623 0.021 0.006 0.070
H 0.181138 -1.814841 2.889223 -0.067 -0.003 0.038
H 1.102638 -1.939541 4.391723 -0.011 -0.009 0.150
H 1.474337 -3.013041 3.048123 -0.014 -0.146 -0.008
C 0.929538 -7.822041 -4.034377 0.161 -0.525 -0.798
N 0.677238 -6.970441 -2.882677 0.092 -0.481 0.042
C 0.868538 -7.569141 -1.570177 0.147 -0.356 0.848
C 0.334738 -5.759141 -2.987977 -0.273 1.185 0.002
N 0.032138 -4.625541 -3.035577 -0.116 -0.086 -0.098
H 1.962238 -8.177141 -3.999577 -0.099 0.088 0.015
H 0.769438 -7.277041 -4.963477 0.002 0.005 0.102
H 0.259938 -8.684741 -4.007477 0.022 0.137 0.050
H 1.899138 -7.922641 -1.482977 -0.112 0.071 -0.035
H 0.192138 -8.417441 -1.448377 0.022 0.096 -0.078
H 0.669838 -6.841041 -0.783777 0.014 -0.044 -0.105

---

no.,molar mass (g mol⁻¹)
1,772.39
2,735.91
3,775.12